Here is a cluster of 5 separate species, H10O5 in total from the OMol25 dataset. Energies are from ωB97M-V with the def2-TZVPD basis set.

The geometry in XYZ format:
```
15
Properties=species:S:1:pos:R:3:forces:R:3:lowdin_charge:R:1
O 1.48013 2.15587 -0.13160 -1.885 -0.586 -0.366 0.003
H 2.72913 -1.18413 0.08340 -1.022 -0.124 0.706 0.042
H -3.07787 -0.22013 0.74840 -0.124 -1.043 0.218 0.072
H 0.68013 0.78387 0.81240 0.454 0.838 -0.290 -0.021
H 1.36013 -1.11713 0.95740 -0.303 0.294 -0.488 -0.023
H -0.40987 -2.11613 -1.72760 0.372 -0.126 0.204 0.019
O -1.24287 -1.74413 -2.00160 -0.226 0.111 -0.455 -0.060
H -0.82887 0.61787 0.97840 1.115 -0.816 0.153 0.047
O -2.71687 -0.27613 -0.14460 -0.434 -1.570 1.276 -0.010
O 2.26013 -1.44313 0.90240 1.404 -0.341 -0.266 -0.072
H -2.67687 0.63087 -0.27560 0.264 2.918 -1.428 0.013
H 2.33113 1.79687 -0.24060 1.793 -0.448 -0.200 0.034
H 1.55713 3.02687 0.20840 0.317 1.148 0.481 0.047
H -1.47987 -1.09113 -1.33460 -0.023 -0.228 0.177 -0.022
O 0.03513 0.17987 1.16540 -1.700 -0.027 0.277 -0.071
```
Positions in Å, forces in eV/Å.

## Properties
Gap between HOMO and LUMO = 10.834 eV
LUMO level = 0.118 eV
Relative energy (zero: lowest compared OMol25 entry of this formula, charge and spin) = 31.81 kcal/mol
Strongest force on any atom = 3.3 eV/A